#i
DFT (wB97M-V/def2-TZVPD) results for a molecular structure, C5H14N2.

Computed properties:
- HOMO level: -0.283 Eh
- LUMO level: 0.133 eV
- Orbital gap: 0.28760 Eh
- Spin multiplicity: 1

The geometry in XYZ format:
```
21
Properties=species:S:1:pos:R:3:lowdin_charge:R:1
C -0.217 0.882 0.267 -0.227
N -1.207 -0.175 0.513 -0.229
C -2.520 0.508 0.081 -0.083
C -0.984 -1.425 -0.310 -0.075
C 1.178 0.399 -0.025 -0.558
C 1.691 -0.248 1.209 0.069
N 1.751 0.730 -1.201 0.035
H -0.508 1.400 -0.714 0.125
H -0.091 1.616 1.283 0.187
H -2.537 0.582 -0.967 0.056
H -2.744 1.402 0.638 0.077
H -3.323 -0.240 0.274 0.085
H -0.802 -1.125 -1.363 0.105
H -0.148 -2.039 -0.073 0.058
H -1.831 -1.999 -0.180 0.055
H 2.704 -2.494 -2.120 0.004
H 2.778 -0.212 1.323 0.096
H 1.204 -0.863 0.210 0.129
H 1.098 -0.137 2.102 0.086
H 2.301 1.532 -1.078 0.004
H 3.208 -1.999 -1.857 0.002
```

***

#ii
DFT (wB97M-V/def2-TZVPD) results for C5H14N2 in the gas phase.

Computed properties:
- HOMO level: -0.315 Eh
- LUMO level: 1.109 eV
- Orbital gap: 0.35563 Eh
- SMILES string: CCN[C@@H](C)CN
- Spin multiplicity: 1

The geometry in XYZ format:
```
21
Properties=species:S:1:pos:R:3:lowdin_charge:R:1
C 1.785 0.202 -2.310 -0.087
C 0.684 0.631 -1.315 -0.303
N 0.387 -0.434 -0.378 -0.056
C -1.834 -1.243 0.271 -0.066
C -0.782 -0.177 0.491 -0.407
C -0.334 -0.087 1.954 -0.260
N 0.033 1.250 2.386 -0.005
H 1.399 -0.064 -3.288 0.064
H 2.344 -0.581 -1.809 0.068
H 2.456 1.029 -2.478 0.058
H 1.035 1.496 -0.746 0.103
H -0.178 0.995 -1.897 0.107
H 0.277 -1.295 -0.902 0.101
H -2.006 -1.486 -0.771 0.077
H -1.535 -2.143 0.797 0.076
H -2.757 -1.075 0.835 0.081
H -1.167 0.813 0.246 0.124
H -1.109 -0.472 2.612 0.097
H 0.509 -0.762 2.073 0.112
H 1.023 1.436 2.507 0.064
H -0.231 1.967 1.723 0.052
```

***

#iii
DFT (wB97M-V/def2-TZVPD) results for a molecular structure, C5H14N2.

Computed properties:
- HOMO level: -0.273 Eh
- LUMO level: 0.571 eV
- Orbital gap: 0.29421 Eh
- Spin multiplicity: 1

The geometry in XYZ format:
```
21
Properties=species:S:1:pos:R:3:lowdin_charge:R:1
C -0.410 1.057 -1.988 -0.350
C -0.979 0.389 -0.817 -0.331
C -0.080 0.430 0.262 -0.208
C 1.280 -1.032 0.396 -0.053
C 0.446 -2.046 1.337 -0.220
N -0.299 -1.347 2.523 -0.032
N -0.152 2.475 -1.653 -0.019
H 0.367 0.496 -2.420 0.090
H -1.120 0.972 -2.802 0.097
H -1.352 -0.665 -1.116 0.142
H -1.924 1.005 -0.275 0.201
H 0.124 1.452 0.740 0.106
H 1.182 0.197 0.245 0.081
H 0.993 -1.329 -0.559 0.051
H 2.305 -1.325 0.332 0.098
H -0.409 -2.625 0.755 0.128
H 0.995 -2.903 1.767 0.085
H -0.728 -0.591 2.032 -0.008
H 0.343 -0.730 2.936 0.020
H 0.156 2.422 -0.683 0.012
H 0.688 2.938 -2.177 0.111
```

***

Energy ordering: #ii at the bottom, the next structure 6.226 eV above.

***

#i
DFT (wB97M-V/def2-TZVPD) results for C5H14N2 in the gas phase.

Computed properties:
- HOMO level: -0.328 Eh
- LUMO level: 1.090 eV
- Orbital gap: 0.36857 Eh
- SMILES string: CCCCNCN
- Spin multiplicity: 1

The geometry in XYZ format:
```
21
Properties=species:S:1:pos:R:3:lowdin_charge:R:1
C 0.776 -1.322 2.550 -0.108
C -0.172 -0.277 1.901 -0.277
C 0.571 0.603 0.920 -0.231
C -0.429 1.270 -0.009 -0.241
N -0.993 0.302 -1.002 -0.075
C -0.017 0.052 -2.117 -0.333
N -0.381 -0.750 -3.270 0.020
H 1.217 -1.829 1.686 0.065
H 1.678 -0.825 2.933 0.072
H 0.282 -2.069 3.160 0.065
H -0.947 -0.908 1.464 0.104
H -0.600 0.451 2.603 0.107
H 1.295 -0.029 0.392 0.097
H 1.127 1.384 1.441 0.116
H -1.349 1.542 0.518 0.114
H -0.062 2.150 -0.545 0.105
H -1.763 0.809 -1.438 0.092
H 0.792 -0.401 -1.516 0.091
H 0.506 0.976 -2.351 0.101
H -1.361 -0.971 -3.258 0.057
H -0.171 -0.157 -4.063 0.060
```

***

#ii
DFT (wB97M-V/def2-TZVPD) results for 2 unconnected molecules or ions with the total composition C5H14N2.

Computed properties:
- HOMO level: -0.320 Eh
- LUMO level: 0.937 eV
- Orbital gap: 0.35414 Eh
- SMILES string: [H]/N=C\C.CCCN
- Spin multiplicity: 1

The geometry in XYZ format:
```
21
Properties=species:S:1:pos:R:3:lowdin_charge:R:1
C 0.170 -0.839 1.841 -0.312
C 0.734 -0.835 0.408 -0.281
C 1.428 -2.150 0.070 -0.121
N -0.445 0.404 2.266 -0.016
H 0.228 1.161 2.222 0.059
H -1.216 0.647 1.652 0.020
H 0.982 -1.066 2.541 0.107
H -0.592 -1.629 1.929 0.113
H 1.447 -0.012 0.309 0.103
H -0.078 -0.664 -0.299 0.078
H 0.727 -2.980 0.139 0.070
H 2.246 -2.341 0.764 0.070
H 1.829 -2.129 -0.940 0.064
C -0.490 1.546 -2.322 -0.081
C -1.013 1.867 -0.960 -0.327
N -1.961 1.329 -0.341 0.075
H -2.430 0.575 -0.845 0.060
H -0.504 2.674 -0.443 0.102
H -1.007 0.691 -2.743 0.073
H -0.632 2.407 -2.968 0.073
H 0.577 1.343 -2.280 0.072
```

***

Energy ordering: #ii at the bottom, the next structure 0.464 eV above.

***

#i
DFT (wB97M-V/def2-TZVPD) results for 2 unconnected molecules or ions with the total composition C11H15N.

Computed properties:
- HOMO level: -0.288 Eh
- LUMO level: 0.976 eV
- Orbital gap: 0.32369 Eh
- SMILES string: Cc1c[nH]c2ccccc12.CC
- Spin multiplicity: 1

The geometry in XYZ format:
```
27
Properties=species:S:1:pos:R:3:lowdin_charge:R:1
C 2.644 -0.766 -2.995 -0.163
C 2.896 -1.650 -1.768 -0.169
H 3.579 -0.525 -3.502 0.061
H 1.911 -1.153 -3.696 0.060
H 2.289 0.195 -2.622 0.047
H 1.941 -1.766 -1.246 0.039
H 3.362 -1.003 -1.010 0.063
H 3.511 -2.532 -1.889 0.060
C -1.188 -2.241 1.290 -0.052
C -1.683 1.476 1.425 -0.227
C -0.848 0.412 1.070 -0.136
C -1.530 -0.801 1.484 -0.225
C -2.697 -0.412 2.056 -0.058
C -0.371 2.904 0.061 -0.095
C -1.465 2.736 0.891 -0.023
C 0.514 1.854 -0.213 -0.095
C 0.262 0.577 0.251 -0.017
N -2.689 0.980 2.231 0.077
H -0.262 3.832 -0.449 0.090
H -2.111 3.568 1.076 0.100
H 1.404 2.079 -0.776 0.090
H 0.879 -0.249 -0.074 0.085
H -3.521 1.522 2.394 0.143
H -3.505 -1.067 2.338 0.121
H -0.158 -2.469 1.011 0.068
H -1.794 -2.660 0.481 0.080
H -1.371 -2.842 2.180 0.075
```

***

#ii
DFT (wB97M-V/def2-TZVPD) results for 2 unconnected molecules or ions with the total composition C11H15N.

Computed properties:
- HOMO level: -0.287 Eh
- LUMO level: 0.927 eV
- Orbital gap: 0.32154 Eh
- SMILES string: Cc1c[nH]c2ccccc12.CC
- Spin multiplicity: 1

The geometry in XYZ format:
```
27
Properties=species:S:1:pos:R:3:lowdin_charge:R:1
C -0.152 -1.110 -2.708 -0.047
C -0.516 0.101 -1.908 -0.224
C -0.243 1.380 -2.285 -0.072
C -0.934 0.216 -0.538 -0.154
C -1.085 1.565 -0.242 -0.223
C -1.467 -0.725 0.374 -0.038
C -1.794 2.022 0.877 -0.026
C -2.033 -0.284 1.538 -0.107
C -2.235 1.098 1.794 -0.093
N -0.561 2.279 -1.298 0.078
H 0.247 -1.919 -2.091 0.070
H 0.653 -0.870 -3.400 0.074
H 0.185 1.739 -3.210 0.123
H -0.341 3.256 -1.326 0.147
H -1.227 -1.769 0.174 0.112
H -1.883 3.095 0.993 0.106
H -2.448 -0.971 2.264 0.095
H -2.831 1.379 2.652 0.097
H -1.026 -1.494 -3.229 0.075
C 2.684 -1.791 1.109 -0.159
C 2.257 -0.471 1.759 -0.164
H 3.742 -1.740 0.843 0.060
H 2.550 -2.634 1.783 0.059
H 2.096 -1.968 0.211 0.046
H 2.483 -0.472 2.829 0.060
H 1.173 -0.325 1.729 0.043
H 2.706 0.412 1.307 0.061
```

***

Energy ordering: #ii at the bottom, the next structure 0.320 eV above.

***

#i
DFT (wB97M-V/def2-TZVPD) results for 2 unconnected molecules or ions with the total composition C11H15N.

Computed properties:
- HOMO level: -0.291 Eh
- LUMO level: 0.932 eV
- Orbital gap: 0.32572 Eh
- SMILES string: Cc1c[nH]c2ccccc12.CC
- Spin multiplicity: 1

The geometry in XYZ format:
```
27
Properties=species:S:1:pos:R:3:lowdin_charge:R:1
C -0.219 -3.525 0.399 -0.155
C 1.178 -3.618 -0.243 -0.164
H -0.401 -2.480 0.616 0.049
H -0.957 -4.052 -0.211 0.059
H -0.311 -4.109 1.318 0.058
H 1.707 -2.704 0.026 0.031
H 1.219 -3.640 -1.333 0.060
H 1.771 -4.486 0.048 0.058
C -1.283 2.505 -2.293 -0.050
C -0.029 1.699 -0.221 -0.129
C -1.251 2.179 -0.846 -0.233
C -0.292 1.625 1.157 -0.217
C -2.127 2.411 0.166 -0.063
C 1.838 0.156 0.058 -0.104
C 1.527 0.075 1.437 -0.108
C 1.126 1.034 -0.707 -0.040
C 0.559 0.860 1.998 -0.033
N -1.552 2.106 1.394 0.071
H 2.653 -0.336 -0.454 0.099
H 2.192 -0.383 2.159 0.101
H 1.429 1.294 -1.716 0.104
H 0.378 0.898 3.067 0.105
H -1.681 3.496 -2.526 0.078
H -1.934 1.773 -2.785 0.084
H -3.127 2.786 0.014 0.119
H -2.124 1.926 2.211 0.154
H -0.291 2.508 -2.734 0.067
```

***

#ii
DFT (wB97M-V/def2-TZVPD) results for 2 unconnected molecules or ions with the total composition C11H15N.

Computed properties:
- HOMO level: -0.294 Eh
- LUMO level: 0.935 eV
- Orbital gap: 0.32813 Eh
- SMILES string: Cc1c[nH]c2ccccc12.CC
- Spin multiplicity: 1

The geometry in XYZ format:
```
27
Properties=species:S:1:pos:R:3:lowdin_charge:R:1
C -1.552 -0.903 2.441 -0.042
C 1.833 -0.408 0.934 -0.218
C 0.497 -0.844 0.795 -0.146
C -0.077 -0.764 2.126 -0.225
C 0.836 -0.152 2.924 -0.063
C 2.267 -1.045 -1.271 -0.114
C 2.757 -0.532 -0.099 -0.022
C 0.924 -1.376 -1.490 -0.091
C 0.014 -1.345 -0.415 -0.029
N 2.064 -0.027 2.251 0.064
H 2.931 -1.345 -2.076 0.101
H 3.782 -0.189 -0.066 0.110
H 0.557 -1.727 -2.444 0.095
H -0.895 -1.921 -0.519 0.108
H 2.497 0.865 2.369 0.135
H 0.660 0.157 3.940 0.118
H -1.917 -1.721 1.821 0.070
H -2.068 0.038 2.255 0.077
H -1.734 -1.101 3.495 0.072
C -2.000 1.817 -1.439 -0.164
C -1.386 1.782 -2.841 -0.161
H -1.895 2.779 -0.936 0.059
H -3.022 1.454 -1.386 0.059
H -1.419 1.201 -0.738 0.041
H -1.995 1.243 -3.561 0.057
H -1.232 2.810 -3.165 0.057
H -0.429 1.255 -2.905 0.052
```

***

#iii
DFT (wB97M-V/def2-TZVPD) results for 2 unconnected molecules or ions with the total composition C11H15N.

Computed properties:
- HOMO level: -0.289 Eh
- LUMO level: 0.953 eV
- Orbital gap: 0.32452 Eh
- SMILES string: Cc1c[nH]c2ccccc12.CC
- Spin multiplicity: 1

The geometry in XYZ format:
```
27
Properties=species:S:1:pos:R:3:lowdin_charge:R:1
C 3.570 -0.364 -4.490 -0.175
C 2.631 -1.324 -3.760 -0.164
H 3.064 0.128 -5.329 0.061
H 3.859 0.462 -3.842 0.059
H 4.492 -0.849 -4.810 0.060
H 3.212 -1.756 -2.938 0.064
H 2.310 -2.158 -4.374 0.062
H 1.850 -0.770 -3.245 0.034
C -0.873 3.063 1.736 -0.055
C -0.728 0.600 0.927 -0.143
C -0.921 1.592 1.945 -0.235
C -0.927 -0.665 1.496 -0.223
C -1.198 0.894 3.074 -0.059
C -0.319 -0.450 -1.188 -0.102
C -0.503 -1.711 -0.588 -0.097
C -0.439 0.703 -0.443 -0.021
C -0.859 -1.831 0.734 -0.025
N -1.251 -0.463 2.805 0.071
H 0.003 -0.379 -2.215 0.076
H -0.329 -2.592 -1.187 0.097
H -0.202 1.644 -0.920 0.108
H -1.002 -2.797 1.195 0.105
H 0.049 3.392 1.261 0.077
H -0.952 3.584 2.700 0.077
H -1.385 1.216 4.085 0.120
H -1.251 -1.116 3.568 0.149
H -1.704 3.481 1.166 0.079
```

***

Energy ordering: #iii at the bottom, the next structure 0.580 eV above.